(1)
Here is C19H14FeN3O3S as an isolated structure from the OMol25 dataset. Energies are from ωB97M-V/def2-TZVPD.

```
! RIJCOSX wB97M-V def2-TZVPD def2/J DEFGRID3
* xyz 0 2
Fe 0.570 0.950 -0.051
O -2.990 3.324 -0.902
C -3.753 2.250 -1.172
C -4.983 2.469 -1.793
C -5.809 1.411 -2.102
C -5.434 0.100 -1.801
C -4.222 -0.124 -1.187
C -3.366 0.937 -0.863
C -2.079 0.655 -0.219
O -1.261 1.651 0.085
N -1.736 -0.584 0.037
N -0.477 -0.533 0.615
C -0.175 -1.343 1.551
C 1.085 -1.270 2.265
C 1.387 -2.285 3.181
C 2.533 -2.254 3.946
C 3.403 -1.172 3.808
C 3.123 -0.155 2.917
C 1.967 -0.177 2.128
O 1.767 0.851 1.305
H -2.156 3.000 -0.504
H -5.259 3.489 -2.023
H -6.759 1.604 -2.585
H -6.084 -0.728 -2.045
H -3.899 -1.124 -0.937
H -0.898 -2.102 1.843
H 0.689 -3.108 3.285
H 2.746 -3.050 4.645
H 4.304 -1.122 4.405
H 3.785 0.693 2.805
S 1.513 2.476 -1.479
C 2.375 1.003 -1.778
C 3.659 0.870 -2.294
C 4.187 -0.402 -2.361
C 3.464 -1.498 -1.882
C 2.221 -1.276 -1.331
N 1.677 -0.053 -1.318
H 4.208 1.744 -2.612
H 5.180 -0.551 -2.765
H 3.873 -2.497 -1.916
H 1.623 -2.071 -0.903
*
```

Molecular weight (g mol⁻¹): 420.3
HOMO (spin up / spin down) (Ha): -0.298 / -0.300
Max |F| (Eh/bohr): 0.01560
Total energy (eV): -75765.5951

---

(2)
Here is an isolated ion of composition C2H5N2O and charge +1 in a non-equilibrium geometry from the OMol25 dataset. Energies are from ωB97M-V/def2-TZVPD.

```
! RIJCOSX wB97M-V def2-TZVPD def2/J DEFGRID3
* xyz 1 1
C 0.385 -1.044 0.992
C 1.000 0.082 -0.088
N 0.722 -1.986 1.604
N -0.518 0.818 -0.407
O 1.748 0.928 0.143
H 0.944 -0.750 -0.920
H 0.514 -2.836 1.989
H -0.588 1.436 0.370
H -1.214 0.145 -0.469
H -0.392 1.410 -1.166
*
```

Molecular weight (g mol⁻¹): 73.1
HOMO (Ha): -0.568
Max |F| (Eh/bohr): 0.12111
Total energy (eV): -7172.2366

---

(3)
Here is a 2-piece molecular cluster, C2H4N4O4S overall in a non-equilibrium geometry from the OMol25 dataset. Energies are from ωB97M-V/def2-TZVPD.

```
! RIJCOSX wB97M-V def2-TZVPD def2/J DEFGRID3
* xyz 0 1
C 0.363 0.838 1.076
C -0.249 1.143 -1.413
N -0.433 -0.193 -1.186
N 0.529 -1.080 -1.255
N 0.883 -0.215 1.263
N 1.431 -1.561 1.059
O 0.590 -2.342 1.361
O 2.601 -1.664 0.878
O -1.977 2.135 0.994
O -1.832 -0.199 0.862
S -1.575 0.955 1.698
H -1.006 1.856 -1.369
H 0.785 1.590 -1.585
H -1.380 -0.531 -0.640
H 1.269 -0.733 -1.741
*
```

Molecular weight (g mol⁻¹): 180.1
HOMO (spin up / spin down) (Ha): -0.317 / -0.317
Max |F| (Eh/bohr): 0.09176
Total energy (eV): -27113.9921